DFT (ωB97M-V with the def2-TZVPD basis set) results for C43H58F10InO30S as an isolated structure in a non-equilibrium geometry.

HOMO = -4.14 eV
E_tot = -5517.57833 hartree
Kohn-Sham gap = 0.1956 Ha

ORCA input file:
```
! wB97M-V def2-TZVPD RIJCOSX def2/J DEFGRID3
* xyz -1 1
In 4.1401 -0.3741 -0.5373
S 5.0826 0.6815 -2.6483
F -6.1512 2.7820 10.3948
F -5.3372 0.2793 2.0293
F -5.4872 -2.4409 -3.3780
F -5.1169 9.8849 -6.1743
F 8.4279 -1.9559 2.6858
F 8.4161 -7.9630 0.8302
F -10.6639 1.5610 -2.2018
F 0.0768 5.0945 -4.3682
F 3.4052 4.8689 3.8835
F 8.0988 -2.9814 -0.0384
O -4.3277 5.6182 -4.0842
O -9.1993 9.6959 -4.4287
O -6.9723 4.7596 9.6792
O 7.3707 -4.9199 5.8329
O -10.0753 2.1276 -5.5497
O -6.3259 4.7196 7.5484
O -7.5526 8.1598 -4.4490
O -3.0660 4.7506 -5.7287
O 7.6223 -5.1687 3.6088
O -7.1619 10.1945 -5.2666
O 1.2461 2.2010 4.2033
O 11.1129 -3.4046 -3.2707
O 8.0836 -3.2021 4.5511
O 3.0876 2.7829 3.0806
O 4.0221 -8.2898 1.4328
O -3.5816 0.8838 4.9291
O -9.0547 1.2766 -3.7615
O 5.6792 -9.7251 1.9578
O 9.8934 -3.1976 -1.3837
O -7.2388 6.5974 8.3939
O -2.1033 5.3560 -3.8175
O -8.0950 1.0818 -5.7959
O 6.1899 -7.7206 1.1220
O -2.4758 0.7131 -4.2257
O -3.7112 -1.0626 -3.5747
O 2.3303 0.6565 2.9586
O -5.2543 0.8823 6.4331
O -5.6871 0.7069 4.2269
O 9.0588 -2.4850 -3.3188
O -4.7223 0.7976 -4.2643
C -3.2683 5.2771 -4.5045
C 1.9610 -4.5197 -1.2670
C -4.8720 0.8273 5.3092
C 1.2011 -0.2837 -1.5132
C 2.0020 0.1027 -0.2560
C -1.7447 -1.1050 0.7407
C -6.2436 8.1175 -5.0318
C -0.6326 -1.5641 -0.2113
C 7.9994 -2.3582 -2.3537
C -8.0886 9.3770 -4.6877
C 7.0909 -9.7156 1.7527
C -5.8936 9.5882 -5.1038
C -5.0620 -1.1718 -3.1667
C -6.7694 3.3959 9.3580
C -1.6553 4.5945 -5.9225
C -3.5284 0.2002 -4.0461
C -5.8945 3.4794 8.1257
C 5.1712 -8.5514 1.4941
C -6.8788 5.4769 8.5225
C 2.2347 1.7542 3.3713
C 1.5542 3.5396 4.5831
C 7.6572 -4.4766 4.7724
C 6.6436 0.1344 1.1705
C 2.9975 -4.6270 -0.1407
C -1.1493 4.5453 -4.4959
C -3.1367 -1.2675 0.0861
C -3.5207 0.6362 3.5174
C 4.5057 -2.5478 -0.5625
C 7.9030 -4.2593 2.5350
C 2.4669 3.9860 3.4578
C 8.6541 -3.1562 3.2557
C -4.9170 1.0197 3.0784
C -10.0561 2.1428 -3.2609
C 4.1438 -5.5409 -0.5613
C -8.9869 1.4549 -5.1144
C -5.7577 -0.1715 -4.0657
C 5.3464 0.4965 1.0885
C -10.9810 2.2790 -4.4541
C -0.2988 -0.5016 -1.2788
C 3.4885 -3.2634 0.3590
C 7.3855 -8.2317 1.6689
C 8.7747 -2.3869 -1.0524
C 10.1169 -3.0635 -2.7218
H -11.4884 3.2374 -4.5060
H 1.2920 -3.6723 -1.1111
H -11.7147 1.4718 -4.4711
H 1.9523 4.4114 2.5938
H 1.9452 1.1880 -0.1383
H -3.3190 -0.4195 3.3358
H 4.1187 0.5483 -3.5663
H -3.0265 -1.7501 -0.8847
H -3.6233 -0.3050 -0.0934
H 4.9197 1.1535 1.8467
H 0.2433 -1.8993 0.3425
H -7.7378 2.9195 9.1960
H 9.1255 -1.4116 -0.7132
H 6.9706 -3.8830 2.1114
H -6.6314 0.2866 -3.6155
H -0.7872 0.4488 -1.0369
H 1.2962 0.5458 -2.2212
H 4.6704 -5.1434 -1.4288
H 7.5767 -7.7482 2.6294
H 7.4357 -1.4387 -2.5034
H -4.8401 3.5504 8.3961
H -1.2591 5.4649 -6.4475
H -1.4426 3.6940 -6.4898
H 2.0870 3.5404 5.5357
H 5.5093 -2.6565 -0.1422
H -5.5619 7.5335 -4.4222
H -5.1305 -0.9443 -2.1012
H -3.8237 -1.8274 0.7207
H 1.6091 -1.1589 -2.0323
H 9.7318 -3.3129 3.3362
H 3.7156 -6.4966 -0.8810
H -6.3025 7.6782 -6.0286
H 1.5987 -0.4041 0.6193
H 1.3392 -5.4179 -1.2669
H -1.5724 -0.0433 0.9400
H 7.6000 -10.2163 2.5712
H -1.0239 -2.4407 -0.7369
H -5.0464 2.0763 2.8380
H 8.4832 -4.7490 1.7587
H -2.7443 1.2361 3.0523
H -1.1486 3.5490 -4.0516
H -6.0372 -0.6133 -5.0216
H -1.7014 -1.6349 1.6938
H -5.4193 9.9879 -4.2059
H 4.8201 -5.7642 0.2608
H -6.0352 2.6549 7.4361
H 0.6474 4.1320 4.6704
H 7.1162 -0.3781 2.0063
H -0.7428 -0.8353 -2.2225
H 2.4476 -4.4333 -2.2405
H 7.2960 0.2617 0.3003
H 2.4910 -5.1277 0.6931
H 7.3313 -10.2113 0.8107
H 3.9576 -3.4132 1.3366
H 2.6269 -2.6042 0.5070
H 4.5273 -2.9638 -1.5717
H -9.5923 3.0748 -2.9342
H 7.3257 -3.2112 -2.4424
*
```

DFT (ωB97M-V with the def2-TZVPD basis set) results for C43H58IrN10O6P2Se as an isolated structure.

HOMO = -13.90 eV
E_tot = -5860.27367 hartree
Relative energy (zero: lowest compared OMol25 entry of this formula, charge and spin) = 6.6 kcal/mol
Kohn-Sham gap = 0.2076 Ha

ORCA input file:
```
! wB97M-V def2-TZVPD RIJCOSX def2/J DEFGRID3
* xyz 3 1
Ir 0.0509 0.3696 0.1606
Se -0.2226 -0.9264 -1.8371
P -0.7465 3.4379 0.2429
P -3.0356 1.6995 -0.0108
O -2.3320 3.1593 0.0423
O 3.3731 -3.3806 -1.2104
O 0.2486 -1.4763 1.0054
O -2.0050 0.6822 0.4313
O 0.0695 2.3579 -0.4395
O 6.1281 -0.7717 -3.7773
N -4.2624 1.7560 1.0306
N -2.6161 -2.3081 -2.5417
N 4.6752 0.3621 -2.4703
N -3.5880 1.4978 -1.5274
N 2.0742 0.2592 0.0422
N 7.0325 0.5554 -2.1777
N -0.4181 4.8809 -0.3891
N -0.5088 3.3941 1.8525
N -2.4453 -2.0795 -0.3887
N 2.3604 -3.5462 1.1714
C -2.6892 1.8122 -2.6453
C -4.5761 -3.3000 0.2679
C 4.1241 0.3140 -1.2054
C -1.8591 -1.8170 -1.5560
C -3.6268 -2.7842 -0.6038
C 6.2659 2.8633 -1.6962
C 8.3687 3.1329 0.0874
C 0.2120 -4.3278 0.2609
C -5.6391 -3.9694 -0.3102
C -4.8863 0.5013 1.4648
C 6.4521 4.0457 -0.9908
C -0.4975 -4.7904 -0.8351
C 2.7645 0.1258 1.1839
C -0.9953 -1.2195 4.4301
C 0.1020 -1.6487 2.3089
C 0.8908 -2.6696 4.3873
C -5.7501 -4.1176 -1.7004
C -0.8854 -1.0010 3.0683
C 4.1443 0.1028 1.1791
C 4.8404 0.1847 -0.0119
C 2.0988 -3.8290 -1.1847
C 2.1407 -3.1308 2.3818
C -4.9913 1.8172 -1.8446
C 0.5322 2.5007 2.3495
C 7.4978 4.2069 -0.0901
C 4.1158 -3.5431 -2.4303
C -4.8008 -3.6048 -2.5650
C -1.5665 3.7461 2.8061
C 7.1342 1.8012 -1.4908
C 0.0903 -4.7681 -2.0937
C 1.3797 -4.2879 -2.2805
C -0.1091 -2.0599 5.1041
C 7.6991 5.4938 0.6596
C -2.3570 -2.2382 -3.9729
C 1.4978 -3.8491 0.0803
C -0.6752 6.1110 0.3765
C 2.7327 0.3723 -1.1136
C 0.9988 -2.5130 2.9892
C 5.9948 0.0084 -2.8632
C -4.9674 2.9761 1.4326
C -0.4991 5.0458 -1.8482
C -3.7352 -2.9334 -1.9803
C 8.1893 1.9432 -0.5945
H -5.1288 2.8883 -2.0117
H -6.0055 2.9374 1.0981
H -1.4863 -5.2110 -0.6983
H -1.6510 1.6837 -2.3567
H -0.4113 5.9667 1.4210
H 7.9128 0.1400 -2.4517
H -2.8999 1.1456 -3.4808
H 8.7500 5.7804 0.6691
H -1.7757 -0.7141 4.9855
H -2.1521 2.8686 3.0953
H 1.4694 2.6448 1.8159
H 5.4772 2.7985 -2.4320
H -0.4460 -5.1661 -2.9461
H -4.8903 -3.7255 -3.6359
H -0.1947 -2.2133 6.1699
H -1.4180 -1.7211 -4.1518
H -0.2079 -4.3870 1.2572
H -2.2353 4.4876 2.3746
H -1.5637 -0.3161 2.5719
H -2.2922 -3.2450 -4.3819
H 8.8838 1.1242 -0.4458
H 9.2092 3.2318 0.7632
H -5.6530 1.4845 -1.0505
H -4.3455 -0.3548 1.0623
H 4.6778 0.0113 2.1152
H 3.6902 -2.9380 -3.2310
H 5.1214 -3.1968 -2.2145
H 1.8270 -4.3075 -3.2638
H -1.5030 5.3447 -2.1591
H -4.8812 0.4405 2.5541
H 3.3223 -3.8082 0.9679
H 2.1921 0.0306 2.0966
H 4.1438 -4.5920 -2.7246
H -6.4036 -4.3960 0.3242
H 7.3805 5.3942 1.6990
H 5.7829 4.8770 -1.1784
H -4.4981 3.8543 0.9978
H -4.4869 -3.1955 1.3412
H -2.8454 2.8433 -2.9747
H 0.2279 1.4333 2.2845
H 4.0438 0.1296 -3.2241
H -0.2179 4.1201 -2.3458
H 1.6065 -3.3043 4.8966
H 2.9919 -3.2755 3.0411
H 0.6993 2.7060 3.4055
H -1.7176 6.4278 0.2937
H -3.1647 -1.6986 -4.4645
H -5.2606 1.2874 -2.7569
H -5.9202 0.4528 1.1178
H -6.5989 -4.6511 -2.1050
H 5.9174 0.1365 -0.0138
H 7.1315 6.3069 0.2099
H 2.1383 0.5014 -2.0090
H -0.0409 6.8975 -0.0274
H 0.2040 5.8217 -2.1456
H -2.0086 -1.8693 0.4950
H -4.9552 3.0675 2.5193
H -1.1141 4.1823 3.6953
*
```